Record 1
DFT (the ωB97M-V functional and the def2-TZVPD basis) results for C30H44F6N5O6PSSbV as an isolated structure.

LUMO (alpha / beta) = 3.68 / 3.68 eV
max |F| = 0.0328 hartree/bohr
HOMO energy (alpha / beta) = -0.05548 / -0.05595 Ha
Kohn-Sham gap (alpha / beta) = 5.19 / 5.20 eV
DFT total energy = -4417.99527 hartree
energy above the lowest of the compared OMol25 structures with the same formula, charge and spin = 0.000 eV

The geometry in ORCA input format:
```
! RIJCOSX wB97M-V def2-TZVPD def2/J DEFGRID3
* xyz -2 3
O -1.1088 0.5073 -5.3285
H 0.1027 3.5578 -2.5436
H 0.2954 -5.8518 -2.1429
H 0.4973 -0.9243 3.9096
H 1.6409 5.2507 -1.8460
H -2.3492 5.5061 -0.7594
H 3.8629 -1.5757 1.5827
H -1.9586 0.7290 3.0601
H -0.3741 -1.2375 2.4053
C 3.1153 -1.9297 -0.8015
C 5.4103 -4.8572 2.9083
O -3.0014 1.4671 -1.7528
C -3.4351 1.5229 -3.1427
H 0.0195 -4.1465 -2.5094
C 0.6435 -4.8375 -1.9404
H 0.8105 0.5856 0.7023
C -1.3872 3.6972 0.8558
H 3.4524 -2.2709 3.8956
H 1.3743 -0.9169 2.3671
O -1.0650 -1.1159 -1.1218
C 5.6431 -4.4680 1.5985
C 1.4019 3.5070 0.0880
H -0.9759 0.8483 4.5241
N 1.3045 4.9667 0.1917
H 0.4439 6.4499 1.3584
F -5.0674 -2.3904 -0.8012
O -0.6401 0.9267 -3.1930
C -1.0824 1.2089 3.4973
C 1.3832 1.6297 3.2439
F -1.2197 0.5403 0.7967
H -5.6161 -0.4824 -2.0938
H 2.2786 1.4393 2.6448
H 1.1334 -5.2707 0.1256
H 6.2631 -5.0591 0.9381
C -1.7808 -1.5317 -2.1745
C -3.6945 0.1794 -1.4320
H 0.5071 -2.3652 -0.6149
C -2.8711 0.2135 -3.7181
H -1.2342 6.8277 -0.3457
F -3.4945 -4.8698 -0.0394
H 1.0531 6.6755 -0.9592
C -5.1314 0.4578 -1.8436
H 1.8344 3.1157 1.0109
S 2.5086 -0.3987 -1.0676
H 5.8427 -5.7760 3.2833
C -3.0764 -0.7552 -2.4906
H -5.4042 1.1155 -3.9457
H -3.0343 2.4251 -3.6032
F -3.5255 -0.9101 1.2959
C 0.3255 5.3730 1.1983
C 1.0413 -3.1394 -0.0778
H -3.7737 -1.5575 -2.7256
C -1.4388 0.5206 -4.1651
H -2.4113 3.5520 0.5025
H 4.4289 -4.3780 4.7541
C 0.1794 0.8591 2.7033
N 2.4672 -3.0044 -0.3956
H -5.6788 0.9057 -1.0157
C 0.0391 1.1816 1.2089
H -0.4722 -4.5959 -0.0906
H 2.0833 3.2530 -0.7283
H 0.8877 -2.9738 0.9905
H 3.0000 -3.8570 -0.3040
C 4.0693 -2.8882 3.2560
H 1.6687 -4.7557 -2.3179
H 0.5444 4.8557 2.1353
N 4.4996 -2.1232 -0.9953
H -3.4216 -0.1189 -4.5961
C -1.3248 5.7418 -0.4620
H 1.5945 1.3147 4.2693
C 0.5562 -4.5319 -0.4491
O -1.4224 -2.4093 -2.9188
O 6.4736 -3.1937 -0.7959
C 4.6200 -4.0699 3.7340
C -0.5719 3.8624 -1.7357
C 0.4299 -0.6485 2.8529
P -0.2390 2.6904 -0.1925
F -4.5641 -3.3191 1.8323
H 1.2018 2.7074 3.2517
C 5.0688 -3.3004 1.1082
Sb -3.3370 -2.8813 0.4100
H -3.5505 -0.0796 -0.3762
C 0.9427 5.5917 -1.0784
H 4.8980 -1.5564 -1.7287
C -4.9509 1.4519 -3.0126
V -1.0594 0.6888 -1.3718
H -1.5924 3.6828 -2.0930
C 5.3984 -2.9024 -0.3031
N -0.4157 5.3159 -1.5135
H -1.3379 3.3371 1.8810
H -5.3548 2.4353 -2.7680
H -1.2511 2.2868 3.5486
F -1.7704 -3.3596 1.7206
N -1.0673 5.1281 0.8366
C 4.2924 -2.5011 1.9449
*
```

Record 2
DFT (the ωB97M-V functional and the def2-TZVPD basis) results for one molecule with the formula C3H5N3OS.

LUMO (alpha / beta) = -0.40 / -0.51 eV
max |F| = 0.0788 hartree/bohr
HOMO energy (alpha / beta) = -0.27797 / -0.27340 Ha
Kohn-Sham gap (alpha / beta) = 7.16 / 6.93 eV
DFT total energy = -754.83779 hartree
energy above the lowest of the compared OMol25 structures with the same formula, charge and spin = 5.477 eV

The geometry in ORCA input format:
```
! RIJCOSX wB97M-V def2-TZVPD def2/J DEFGRID3
* xyz 0 1
N 1.0545 -2.4903 -0.6081
C 0.2295 1.2616 1.3037
C 1.0394 -0.1237 -0.5906
N 0.9194 0.3459 0.5523
H 0.8582 -2.1456 0.3774
O -2.9498 1.9872 -0.7974
H -1.5541 2.3569 1.4966
C -1.0911 1.5397 0.9178
H 0.6641 1.7223 2.1743
H 0.4242 -3.2156 -0.8814
N 1.1046 -1.1943 -1.2385
S -1.8703 1.0538 -0.4724
H 1.1712 -1.0979 -2.2336
*
```

Record 3
DFT (the ωB97M-V functional and the def2-TZVPD basis) results for one molecule with the formula C4H11NO2.

LUMO = 0.81 eV
max |F| = 0.0511 hartree/bohr
SMILES = C[C@@H](O)[C@@H](N)CO
HOMO energy = -0.33504 Ha
Kohn-Sham gap = 9.93 eV
DFT total energy = -364.20379 hartree
energy above the lowest of the compared OMol25 structures with the same formula, charge and spin = 1.752 eV

The geometry in ORCA input format:
```
! RIJCOSX wB97M-V def2-TZVPD def2/J DEFGRID3
* xyz 0 1
H -1.6906 -1.6877 -0.7469
H 2.0865 1.4343 0.7282
H -0.1071 0.6233 -2.0368
C 0.6714 0.1756 -0.0153
O -1.5633 0.7513 -0.4688
H 0.7890 2.2267 -0.0464
C -0.7952 -1.3341 -1.3161
H 1.3896 -0.6189 -0.2666
C 0.1414 -0.2294 1.4065
N 1.4139 1.4357 -0.0271
H 1.0759 1.0500 2.6582
H -2.3436 0.8156 -1.0335
C -0.3739 0.1047 -1.0818
H 0.0919 -1.3167 1.5099
H -0.0903 -2.0992 -0.8637
H -0.8683 0.1211 1.5837
O 1.0729 0.1211 2.3970
H -0.9003 -1.5735 -2.3806
*
```

Record 4
DFT (the ωB97M-V functional and the def2-TZVPD basis) results for C25H37GeNO2PdS as an isolated structure.

LUMO (alpha / beta) = -16.99 / -16.95 eV
max |F| = 0.0859 hartree/bohr
HOMO energy (alpha / beta) = -0.73254 / -0.73246 Ha
Kohn-Sham gap (alpha / beta) = 2.94 / 2.98 eV
DFT total energy = -3781.23441 hartree
energy above the lowest of the compared OMol25 structures with the same formula, charge and spin = 1.445 eV

The geometry in ORCA input format:
```
! RIJCOSX wB97M-V def2-TZVPD def2/J DEFGRID3
* xyz 4 1
C -3.5813 -4.4320 -2.8007
C -0.4685 -2.7403 -1.1386
H -4.6197 -4.5333 -2.4919
C 2.1429 3.2834 -4.4752
H -4.0711 -0.3063 1.5488
H -3.2291 -0.8647 -0.7632
H -1.6463 -2.4198 -2.9367
H 2.6917 1.9969 -6.0840
C 2.3037 0.8345 -4.2725
O 3.0312 -0.1095 0.1688
H 0.8459 0.2514 4.1321
H -0.9436 -0.1552 -2.1789
H 0.6084 6.1313 0.2668
H -2.0688 -2.5922 1.4593
C 0.8243 3.9935 0.5067
H 0.2492 4.5719 4.2841
H 1.9112 -0.0574 -2.3566
H 2.1191 -1.9127 0.3815
C -3.0436 -2.1682 1.7467
Pd 0.9942 1.0517 0.4686
C 1.9345 0.8455 -2.9495
H 2.5440 -0.1067 -4.7531
C 0.4078 5.5027 2.3145
H 4.2946 1.0116 1.4341
H -3.3274 -3.0462 -1.1795
C 1.1254 3.6290 -0.8327
O 0.9342 -0.3542 2.1226
C 0.8037 2.8876 1.4407
Ge -0.7612 -0.7138 -0.7250
C 2.8225 -1.2961 0.9467
H 5.1025 -0.1393 0.3524
C -3.0427 -0.6800 1.4094
H -0.4940 -3.3186 -0.2153
H 2.1270 -1.8836 2.8831
H 0.5577 -2.7241 -1.5191
H -2.4447 -0.1206 2.1356
H -2.7288 -1.7756 3.8677
H 0.0033 -1.2568 3.7423
H -3.2661 -5.4517 -3.0332
H 2.8883 -0.2793 2.8567
H 0.6540 2.3018 3.5147
H 3.7548 -1.8506 1.0701
C 1.7639 3.3056 -3.1436
C 1.6343 2.0826 -2.3672
C 4.2750 0.5662 0.4373
C 0.2299 -0.2526 3.3850
C 0.4199 4.4077 3.2248
C 0.6409 3.0960 2.7818
H 0.2674 6.5094 2.6939
H -3.5275 -3.8735 -3.7359
C -1.4397 -3.2070 -2.1937
C -2.7368 -3.8172 -1.6948
C 2.2432 -0.9663 2.3028
H -0.8866 -3.9675 -2.7735
H -3.7868 -2.6901 1.1399
N 1.2492 2.3114 -1.0835
S 1.4185 4.6870 -2.1669
C 2.3976 2.0479 -5.0410
C -2.6685 -0.3138 0.0082
H -4.3514 -2.3251 3.4766
C 0.6028 5.3001 0.9628
C -3.2979 -2.4465 3.2200
H -2.7493 0.7600 -0.1732
H 4.3946 1.3376 -0.3199
H -0.6932 0.2949 3.2171
H -2.5334 -4.5673 -0.9250
H 2.2482 4.1931 -5.0534
H -3.0536 -3.4767 3.4733
*
```

Record 5
DFT (the ωB97M-V functional and the def2-TZVPD basis) results for one molecule with the formula C5H11N2O.

LUMO (alpha / beta) = 0.43 / 0.42 eV
max |F| = 0.1154 hartree/bohr
HOMO energy (alpha / beta) = -0.13387 / -0.31123 Ha
Kohn-Sham gap (alpha / beta) = 4.07 / 8.89 eV
DFT total energy = -381.65325 hartree
energy above the lowest of the compared OMol25 structures with the same formula, charge and spin = 3.931 eV

The geometry in ORCA input format:
```
! RIJCOSX wB97M-V def2-TZVPD def2/J DEFGRID3
* xyz 0 2
H 0.9262 -1.6257 0.0708
H -1.0903 1.0492 1.7019
H 3.7958 0.0347 -0.5659
H 1.6302 -0.4132 -2.1972
C 0.4153 -0.8623 -0.5753
C 2.7840 0.3318 -0.2125
H 0.5569 0.6711 1.4878
N -0.4158 0.5544 1.1120
H 1.0291 1.2246 -1.1448
C 1.5033 0.1614 -1.1420
H -2.2658 -1.3703 -0.9590
C -2.1350 -0.5544 -0.3653
H -3.4179 -0.0667 1.1420
H -3.2200 1.1318 -0.0102
O 2.6578 0.4146 0.9814
C -0.8030 -0.2699 0.0247
H -4.0227 -0.1219 -0.6032
H 0.3088 -1.6277 -1.4124
N -3.3100 0.1539 0.0681
*
```

Record 6
DFT (the ωB97M-V functional and the def2-TZVPD basis) results for a 8-piece molecular cluster, C32H36Cl8N4O8 overall.

LUMO = -0.97 eV
max |F| = 0.0774 hartree/bohr
SMILES = O=[N+]([O-])c1ccccc1.O=[N+]([O-])c1ccccc1.O=[N+]([O-])c1ccccc1.O=[N+]([O-])c1ccccc1.ClCCCl.ClCCCl.ClCCCl.ClCCCl
HOMO energy = -0.36276 Ha
Kohn-Sham gap = 8.90 eV
DFT total energy = -5743.00206 hartree
energy above the lowest of the compared OMol25 structures with the same formula, charge and spin = 0.000 eV

The geometry in ORCA input format:
```
! RIJCOSX wB97M-V def2-TZVPD def2/J DEFGRID3
* xyz 0 1
Cl 12.8896 5.4461 -20.7072
N 20.3868 -11.4361 -26.6638
H 20.8246 4.7790 -19.6845
C 20.8494 -1.9492 -29.7450
O 12.4265 -4.5090 -14.9708
H 25.2906 -9.2560 -19.0686
C 21.8294 3.9835 -17.9227
C 19.3350 -12.0742 -28.8046
H 19.1837 -6.2795 -19.5990
C 18.5123 -10.1155 -27.7280
H 19.9896 -12.9332 -28.8178
C 18.6177 2.4476 -9.2743
H 20.2120 -1.1503 -30.1239
H 10.9506 4.9966 -18.4956
O 21.4778 -12.0582 -26.9193
C 10.1376 -5.9212 -15.8142
O 11.4436 -2.5974 -15.2276
H 23.7296 1.1467 -17.9768
Cl 26.7904 -11.6477 -18.5206
C 18.2028 -4.4979 -20.1100
H 27.5075 -10.6854 -20.5406
H 10.9841 -6.5008 -15.4768
H 13.5080 5.1295 -18.5675
H 23.0700 2.9511 -16.4569
Cl 20.1768 -4.7082 -18.0989
C 10.3101 -4.5518 -15.9407
C 18.3391 -11.9568 -29.7912
H 16.5924 -11.0536 -30.3660
C 19.3691 0.4296 -11.0142
H 18.3010 -12.6901 -30.5831
C 21.3740 3.9612 -19.2418
H 8.9780 -7.6699 -16.3126
C 19.4124 -11.1794 -27.7405
H 18.0824 -5.7854 -18.3462
C 9.0922 -6.6068 -16.4650
H 18.1145 1.3234 -12.4253
H 18.5609 -9.4257 -26.8984
C 19.8738 0.4893 -9.7054
C 17.3987 -10.9327 -29.6577
H 21.5756 -2.1700 -30.5273
H 7.3967 -3.9484 -17.5985
C 12.9596 4.5165 -19.2828
N 11.4691 -3.8530 -15.3110
H 18.2903 3.1581 -8.5297
N 21.3251 5.0617 -17.0243
N 16.9946 3.3147 -10.9083
H 22.5837 0.9250 -20.2896
Cl 27.5368 -8.3424 -18.7912
C 18.8284 -5.4096 -19.0465
H 26.0923 -8.7079 -20.5613
H 19.5832 -0.3273 -11.7541
C 8.1419 -5.8596 -17.0911
O 20.5076 5.8516 -17.4617
H 20.8801 -3.8925 -29.0413
O 16.6594 3.3993 -12.0987
H 19.8604 1.5151 -7.7645
C 9.2839 -3.8119 -16.5203
H 18.9537 -4.1383 -20.8134
C 19.5185 1.5062 -8.7889
C 17.5112 -9.9780 -28.6728
H 7.2882 -6.2583 -17.6189
C 18.4937 1.3946 -11.4165
H 25.7832 -11.2702 -20.5166
C 18.0966 2.3822 -10.5633
C 20.0950 -3.1840 -29.3055
Cl 21.8175 -1.3889 -28.2765
C 8.2192 -4.4454 -17.1057
H 20.6000 -0.2791 -9.4847
H 17.3874 -5.0468 -20.5810
C 23.0540 1.8984 -18.3577
H 9.2230 -2.7368 -16.6040
O 16.5091 4.0868 -10.0839
C 11.6455 4.1742 -18.6652
Cl 19.1289 -2.6897 -27.8867
O 20.1420 -10.9162 -25.5638
H 11.8431 3.6330 -17.7399
C 26.2215 -9.2684 -19.6354
C 26.5630 -10.7132 -19.9972
C 22.6910 2.9456 -17.4682
Cl 10.7487 3.0556 -19.7687
H 19.4578 -3.6675 -30.0459
C 21.6996 2.8761 -20.1184
H 13.6041 3.6611 -19.4851
O 21.6816 5.0567 -15.8670
H 16.8101 -9.1592 -28.6059
Cl 17.4357 -3.0623 -19.3692
H 21.2717 2.9723 -21.1053
C 22.4540 1.7828 -19.6464
*
```